# 1
C47H51ClN3O2P2PtS3Si | the ωB97M-V functional and the def2-TZVPD basis

Structure (XYZ):
```
111
Properties=species:S:1:pos:R:3:forces:R:3:lowdin_charge:R:1
Pt -0.820 -0.692 -0.538 -0.283 0.244 0.293 0.698
C 0.147 4.629 5.640 0.034 -0.021 -0.063 -0.411
S 1.848 4.036 5.550 -0.009 -0.005 0.001 0.815
C 1.539 2.304 5.141 0.004 0.024 0.009 -0.513
C 1.044 2.095 3.715 -0.055 -0.034 -0.025 -0.261
C 0.644 0.637 3.508 -0.005 -0.145 0.046 -0.238
N 0.129 0.279 2.171 0.000 0.199 -0.116 -0.416
P 0.770 -0.905 1.149 0.062 0.232 0.039 0.854
C 2.545 -0.574 0.974 -0.032 -0.079 0.018 -0.310
C 3.446 -1.614 0.744 0.077 -0.117 0.041 -0.077
C 4.791 -1.345 0.553 0.012 0.021 -0.029 -0.058
C 5.260 -0.041 0.602 -0.014 -0.016 -0.009 -0.057
C 4.371 0.999 0.831 -0.001 -0.005 0.015 -0.068
C 3.023 0.734 1.003 -0.030 0.032 -0.036 -0.101
C 0.645 -2.515 1.951 -0.073 -0.013 -0.049 -0.341
C 0.073 -2.662 3.213 -0.004 0.023 -0.006 -0.074
C -0.052 -3.924 3.774 0.022 -0.023 0.004 -0.061
C 0.395 -5.042 3.083 0.000 0.020 0.019 -0.061
C 0.936 -4.902 1.813 -0.033 -0.017 -0.028 -0.065
C 1.040 -3.648 1.238 -0.130 -0.044 -0.038 -0.136
P -1.338 0.840 1.472 0.128 -0.090 -0.133 0.960
C -2.619 0.688 2.754 0.097 -0.034 0.031 -0.333
C -2.527 1.397 3.957 0.035 -0.004 0.102 -0.105
C -3.504 1.269 4.929 -0.003 -0.041 -0.015 -0.057
C -4.597 0.438 4.710 0.029 0.010 -0.021 -0.061
C -4.711 -0.250 3.513 -0.023 0.008 0.022 -0.061
C -3.728 -0.124 2.541 -0.055 -0.020 -0.092 -0.084
C -1.160 2.635 1.296 0.020 -0.033 -0.111 -0.367
C -0.032 3.110 0.630 0.073 -0.008 0.008 -0.117
C 0.136 4.463 0.394 -0.051 0.008 0.046 -0.054
C -0.844 5.359 0.804 0.009 -0.019 0.010 -0.058
C -1.990 4.891 1.434 0.015 0.034 0.008 -0.064
C -2.153 3.535 1.677 -0.055 -0.005 0.005 -0.089
H 0.191 5.677 5.930 -0.004 0.003 0.019 0.033
H -0.414 4.078 6.395 -0.008 0.006 0.009 0.037
H -0.355 4.565 4.674 -0.020 0.010 0.008 0.018
H 0.834 1.890 5.868 -0.015 0.005 0.007 0.082
H 2.491 1.793 5.292 -0.008 -0.018 0.010 0.079
H 1.827 2.396 3.023 0.055 -0.013 -0.083 0.099
H 0.198 2.755 3.518 -0.005 -0.033 0.000 0.070
H -0.126 0.381 4.243 0.071 -0.051 0.047 0.100
H 1.503 -0.010 3.712 -0.002 0.005 -0.032 0.128
H 3.116 -2.643 0.728 0.079 0.123 0.006 0.088
H 5.472 -2.163 0.362 0.023 -0.007 0.011 0.115
H 6.313 0.163 0.458 0.001 0.006 0.006 0.112
H 4.723 2.023 0.867 0.000 -0.001 -0.001 0.116
H 2.342 1.555 1.153 -0.086 0.085 0.039 0.073
H -0.287 -1.801 3.759 0.006 0.022 -0.004 0.092
H -0.497 -4.033 4.754 0.001 0.000 0.006 0.110
H 0.304 -6.023 3.528 -0.003 -0.006 -0.002 0.111
H 1.248 -5.776 1.256 0.003 -0.005 -0.001 0.114
H 1.385 -3.552 0.215 -0.032 -0.035 0.009 0.099
H -1.700 2.075 4.131 -0.022 -0.022 -0.011 0.093
H -3.416 1.825 5.853 -0.013 -0.003 0.011 0.112
H -5.363 0.340 5.468 -0.005 0.000 0.006 0.112
H -5.569 -0.883 3.329 -0.006 -0.003 0.006 0.111
H -3.848 -0.649 1.602 0.048 0.012 0.015 0.079
H 0.715 2.415 0.271 0.006 -0.003 0.016 0.074
H 1.021 4.810 -0.123 0.005 0.013 -0.002 0.111
H -0.720 6.418 0.625 -0.002 0.006 -0.009 0.111
H -2.760 5.585 1.741 -0.012 0.008 -0.004 0.110
H -3.055 3.187 2.166 0.027 0.024 -0.038 0.107
O 3.542 -1.770 -2.658 -0.132 0.048 0.148 0.071
C 3.235 -2.395 -3.806 0.016 -0.013 0.028 -0.249
C 4.276 -2.652 -4.696 0.024 0.012 -0.001 -0.002
C 4.025 -3.300 -5.884 0.006 0.002 -0.009 -0.057
C 2.732 -3.711 -6.220 -0.022 0.014 0.023 -0.076
C 1.700 -3.458 -5.349 0.014 -0.002 0.012 -0.020
C 1.925 -2.796 -4.127 -0.007 -0.034 -0.077 -0.077
C 0.816 -2.501 -3.223 -0.018 0.018 -0.064 -0.371
O 0.966 -1.922 -2.138 0.095 -0.065 0.057 -0.064
N -0.430 -2.943 -3.681 0.058 -0.041 0.032 0.062
N -1.428 -2.379 -3.070 -0.142 0.058 -0.070 -0.112
C -2.593 -2.869 -3.463 0.061 -0.005 0.019 -0.940
S -2.743 -4.190 -4.565 0.023 -0.013 -0.008 0.993
C -4.522 -4.397 -4.273 -0.022 0.002 -0.009 -0.494
C -5.124 -3.030 -4.022 -0.027 0.009 -0.017 -0.484
S -4.041 -2.167 -2.853 -0.015 0.063 -0.021 0.965
H 2.709 -1.660 -2.151 0.104 -0.009 -0.082 0.061
H 5.273 -2.330 -4.427 0.004 0.001 0.009 0.122
H 4.843 -3.494 -6.565 0.008 0.002 0.001 0.112
H 2.547 -4.220 -7.155 -0.003 -0.006 -0.005 0.105
H 0.693 -3.767 -5.586 0.002 -0.010 -0.010 0.103
H -4.658 -5.055 -3.415 0.005 0.002 0.000 0.085
H -4.952 -4.866 -5.157 -0.007 0.000 0.001 0.086
H -6.113 -3.098 -3.572 -0.002 -0.006 -0.008 0.087
H -5.183 -2.442 -4.938 -0.002 -0.007 0.001 0.086
Cl -1.998 -3.782 -0.405 0.079 0.025 0.130 0.542
C -2.280 -2.111 0.143 0.043 -0.156 -0.079 -0.760
H -2.256 -2.144 1.228 -0.014 0.021 0.001 -0.025
H -3.257 -1.805 -0.225 0.006 -0.008 0.042 -0.050
C -1.406 0.523 -4.004 0.004 -0.003 0.001 -0.206
Si -1.057 1.146 -2.274 0.094 -0.098 0.040 0.530
C -2.466 2.282 -1.761 -0.019 0.006 0.017 -0.200
C 0.573 2.076 -2.388 -0.009 0.057 -0.018 -0.314
C 1.805 1.501 -2.080 -0.005 -0.015 -0.052 -0.121
C 2.991 2.202 -2.254 -0.025 0.016 -0.011 -0.072
C 2.962 3.498 -2.748 0.041 -0.022 0.009 -0.075
C 1.747 4.087 -3.071 -0.026 0.019 0.009 -0.084
C 0.566 3.383 -2.888 0.008 -0.026 -0.007 -0.107
H -1.462 1.407 -4.648 0.007 0.016 0.008 0.046
H -2.352 -0.011 -4.075 -0.022 -0.021 -0.012 -0.002
H -0.603 -0.111 -4.379 0.006 -0.022 -0.015 0.025
H -3.217 2.300 -2.554 -0.019 0.021 -0.010 0.037
H -2.114 3.302 -1.592 -0.005 -0.010 0.024 0.028
H -2.958 1.951 -0.846 -0.019 -0.003 -0.023 0.006
H 1.839 0.488 -1.697 0.004 -0.042 0.003 0.061
H 3.934 1.729 -2.012 0.018 -0.008 0.003 0.102
H 3.885 4.046 -2.889 0.002 0.003 -0.006 0.106
H 1.720 5.094 -3.466 0.000 0.006 0.001 0.107
H -0.373 3.863 -3.144 -0.009 0.010 0.006 0.104
```
Forces are in eV/Å.

Highest occupied orbital energy (alpha / beta), eV: -9.32 / -10.46
Net charge: +1
2S+1: 5
Orbital gap (alpha / beta), hartree: 0.26843 / 0.23100



# 2
C10H15N6O5RhS2Te | the ωB97M-V functional and the def2-TZVPD basis

Structure (XYZ):
```
40
Properties=species:S:1:pos:R:3:forces:R:3:lowdin_charge:R:1
Rh 0.719 -0.215 -1.084 0.252 -0.334 -0.237 0.888
O 2.703 -1.860 -3.828 0.002 0.022 0.020 -0.227
S 1.922 -1.262 -2.813 -0.032 0.002 0.007 0.355
O 2.433 -1.390 -1.379 -0.113 0.117 -0.146 -0.410
O 0.485 -1.744 -2.669 0.139 -0.005 0.012 -0.399
O 1.702 0.251 -2.908 -0.071 -0.081 0.119 -0.421
C 2.367 2.886 -1.171 -0.036 -0.011 -0.010 -0.384
Te 1.756 1.581 0.386 -0.094 0.100 -0.040 1.444
C 0.041 2.705 0.908 -0.010 -0.036 -0.004 -0.370
H 1.633 2.838 -1.972 -0.002 0.007 0.026 0.014
H 3.334 2.552 -1.536 -0.018 -0.020 -0.010 0.013
H 2.441 3.894 -0.770 0.007 -0.004 0.019 0.014
H 0.358 3.597 1.443 0.033 -0.008 -0.002 0.014
H -0.583 2.073 1.535 0.005 -0.007 -0.013 0.007
H -0.492 2.945 -0.006 0.012 0.017 0.025 0.014
C 1.179 -1.957 4.995 -0.008 0.013 -0.003 -0.101
C 0.179 -1.097 4.222 0.010 -0.035 0.005 -0.230
C 0.089 -1.465 2.779 -0.049 0.000 -0.027 -0.577
N 0.251 -0.638 1.813 -0.038 0.043 0.056 -0.023
N 0.099 -1.214 0.580 0.150 0.187 -0.140 -0.154
C -0.158 -2.505 0.614 -0.257 0.004 0.014 -0.648
N -0.379 -3.268 -0.459 0.182 0.009 0.022 0.142
S -0.256 -3.089 2.239 -0.035 0.028 -0.020 1.150
H 1.222 -1.641 6.036 0.001 0.000 -0.007 0.078
H 2.179 -1.871 4.568 -0.006 -0.002 0.002 0.083
H 0.895 -3.011 4.982 0.000 0.006 0.001 0.065
H 0.459 -0.045 4.257 0.002 0.007 0.000 0.116
H -0.815 -1.180 4.668 -0.003 -0.005 0.000 0.119
H -0.083 -2.916 -1.373 -0.057 0.013 0.010 0.067
H -0.455 -4.263 -0.341 -0.006 0.006 -0.007 0.111
N -1.224 0.988 -3.440 -0.004 -0.096 0.071 0.200
C -1.731 0.998 -2.192 -0.084 0.098 -0.095 -0.470
O -0.958 0.867 -1.166 0.086 -0.038 0.369 -0.229
C -3.090 1.230 -1.959 0.119 0.094 -0.038 -0.212
C -3.962 1.463 -3.047 -0.212 -0.112 0.014 -0.240
N -4.651 1.607 -3.962 0.117 0.064 -0.014 0.131
C -3.555 1.249 -0.622 -0.130 -0.068 0.085 -0.233
N -3.924 1.248 0.472 0.077 0.034 -0.039 0.126
H -0.271 0.692 -3.580 0.071 -0.017 -0.022 0.069
H -1.858 0.968 -4.222 0.000 0.008 -0.003 0.108
```
Forces are in eV/Å.

Highest occupied orbital energy, eV: -7.87
Net charge: 0
Orbital gap, hartree: 0.24020



# 3
C3H9N2 | the ωB97M-V functional and the def2-TZVPD basis

Structure (XYZ):
```
14
Properties=species:S:1:pos:R:3:forces:R:3:lowdin_charge:R:1
C -0.883 -0.771 -1.302 -1.745 0.200 2.083 0.079
N -1.972 -0.170 -0.865 -0.309 2.718 -0.499 0.111
H -0.500 -0.503 -2.238 0.797 0.970 -0.997 0.098
H -0.582 -1.754 -0.955 -0.391 0.186 0.298 0.097
H -2.499 -0.377 -0.007 0.792 -0.626 -0.477 0.142
H -2.242 0.864 -1.156 0.988 -3.060 0.120 0.203
C 1.036 1.496 0.642 -3.016 -2.048 -1.217 -0.035
C 1.139 -1.067 1.013 -1.638 2.703 -2.585 0.023
N 0.683 -0.018 0.326 2.279 -1.605 1.398 -0.093
H 1.893 1.593 1.230 1.121 -0.020 1.232 0.047
H 0.085 1.873 1.124 1.355 -0.018 -0.454 0.092
H 1.228 2.004 -0.329 -0.386 -0.526 0.623 0.083
H 0.971 -2.055 0.549 -0.216 0.456 0.325 0.070
H 1.642 -1.116 1.968 0.370 0.670 0.151 0.082
```
Forces are in eV/Å.

Highest occupied orbital energy, eV: -14.29
Net charge: +1
Orbital gap, hartree: 0.35941



# 4
C6H10O | the ωB97M-V functional and the def2-TZVPD basis

Structure (XYZ):
```
17
Properties=species:S:1:pos:R:3:forces:R:3:lowdin_charge:R:1
C -0.374 -0.447 -2.068 0.006 -0.012 -0.020 -0.046
C -0.299 -0.034 -0.631 -0.503 0.363 -0.247 -0.246
C -0.535 1.269 -0.193 0.168 -0.154 -0.083 -0.150
C -0.444 1.569 1.152 -0.340 0.314 -0.019 0.050
C 1.368 -0.300 0.880 0.625 -0.428 0.244 0.091
C 0.128 -0.983 0.416 0.220 -0.083 -0.304 -0.456
O -0.884 -1.275 1.396 0.184 -0.019 0.213 -0.053
H -1.315 -0.980 -2.264 0.122 0.059 0.039 0.089
H 0.441 -1.134 -2.325 -0.111 0.095 0.042 0.084
H -0.334 0.416 -2.741 0.001 -0.122 0.128 0.079
H -0.578 2.073 -0.930 -0.018 -0.128 0.115 0.110
H -0.724 0.842 1.899 0.161 0.139 -0.070 0.051
H -0.305 2.598 1.479 -0.055 -0.156 -0.069 0.069
H 1.667 0.661 0.503 -0.094 -0.105 0.079 0.039
H 2.192 -0.932 1.229 -0.165 0.104 0.010 0.056
H 0.413 -1.950 -0.036 -0.042 0.160 0.054 0.142
H -0.416 -1.393 2.235 -0.159 -0.025 -0.111 0.092
```
Forces are in eV/Å.

Highest occupied orbital energy (alpha / beta), eV: -7.66 / -8.34
Net charge: 0
Orbital gap (alpha / beta), hartree: 0.28192 / 0.30483



# 5
C4H9O2 | the ωB97M-V functional and the def2-TZVPD basis

Structure (XYZ):
```
15
Properties=species:S:1:pos:R:3:forces:R:3:lowdin_charge:R:1
C -2.000 1.301 1.670 1.477 -0.172 0.988 -0.170
C -2.521 -0.128 2.058 -2.419 1.749 -0.281 -0.160
H -0.908 1.591 1.856 -1.233 -1.291 -0.045 0.092
H -2.114 1.590 0.651 -0.409 -0.150 -0.843 0.041
H -2.510 1.989 2.295 -0.805 0.964 0.348 0.021
H -1.708 -0.786 2.115 0.750 -1.369 -0.188 0.025
H -3.387 -0.448 1.359 1.802 0.225 0.765 0.082
H -3.056 -0.095 3.054 0.883 0.026 -0.788 0.058
C 0.775 -1.507 -1.872 2.834 0.910 3.524 -0.033
C 1.462 -0.191 -0.980 -1.249 -0.156 -0.362 -0.761
O 2.474 -0.256 -0.291 1.140 -1.302 0.056 -0.093
O 0.713 0.805 -1.053 -0.611 -0.064 -0.687 -0.132
H 1.292 -2.473 -1.797 0.271 0.434 -0.465 0.034
H 0.663 -1.041 -2.781 -0.640 0.373 -2.221 -0.004
H -0.066 -1.572 -1.250 -1.791 -0.177 0.199 0.002
```
Forces are in eV/Å.

Highest occupied orbital energy, eV: -3.71
Net charge: -1
Orbital gap, hartree: 0.27680



# 6
C7H8AsClN2O6ReS4 | the ωB97M-V functional and the def2-TZVPD basis

Structure (XYZ):
```
30
Properties=species:S:1:pos:R:3:forces:R:3:lowdin_charge:R:1
Re 1.401 -0.807 -1.185 -0.183 0.277 -0.184 0.898
S 6.356 -2.211 -1.708 0.031 0.026 -0.025 0.302
As 4.579 -1.050 -1.874 0.017 -0.123 0.077 -0.002
S 2.604 -1.582 -2.863 -0.126 -0.115 -0.115 0.269
S 3.283 -0.176 -0.224 -0.023 0.011 0.224 0.266
S 6.356 -0.273 -2.742 0.098 0.018 -0.037 0.285
O -4.258 0.199 2.635 0.035 0.126 -0.177 -0.073
Cl -5.160 0.746 1.725 0.068 0.195 -0.779 1.086
O 0.816 -2.112 -0.361 0.169 0.006 0.027 -0.372
O -5.449 2.104 1.772 -0.255 -0.059 0.468 -0.091
O -5.832 -0.076 0.831 -0.169 -0.154 0.460 -0.087
O -6.347 1.008 -1.555 0.075 0.109 -0.119 -0.011
C -5.781 2.279 -1.667 -0.202 -0.028 0.057 -0.190
N -4.366 2.216 -2.054 -0.084 -0.080 0.005 0.143
C -3.455 1.759 -1.204 0.055 0.155 -0.512 -0.387
O -3.698 1.361 -0.067 0.496 -0.387 0.602 0.012
C -2.021 1.791 -1.698 -0.057 0.019 0.109 -0.060
C -1.533 2.845 -2.467 0.115 -0.015 -0.056 0.079
C -0.196 2.860 -2.851 -0.052 -0.003 0.022 0.034
C 0.614 1.820 -2.468 0.039 0.059 0.001 -0.074
N 0.145 0.794 -1.714 0.074 -0.137 -0.009 -0.139
C -1.151 0.786 -1.327 -0.155 0.021 0.104 -0.011
H -6.911 0.811 -2.312 0.013 -0.004 -0.012 0.124
H -5.814 2.754 -0.689 -0.015 0.069 -0.039 0.124
H -6.294 2.917 -2.382 0.024 0.013 -0.050 0.153
H -4.114 2.368 -3.019 -0.045 0.023 -0.010 0.162
H -2.181 3.665 -2.754 0.019 0.016 0.018 0.149
H 0.215 3.673 -3.434 -0.013 0.001 -0.014 0.146
H 1.660 1.789 -2.746 -0.003 -0.015 -0.004 0.126
H -1.495 -0.030 -0.701 0.055 -0.023 -0.031 0.142
```
Forces are in eV/Å.

Highest occupied orbital energy, eV: -17.84
Net charge: +3
Orbital gap, hartree: 0.22667



# 7
C2H3BrI2O | the ωB97M-V functional and the def2-TZVPD basis

Structure (XYZ):
```
9
Properties=species:S:1:pos:R:3:forces:R:3:lowdin_charge:R:1
C -1.727 -1.170 -0.367 1.890 0.514 -0.667 -0.573
C 0.894 1.023 0.980 1.380 -0.357 0.572 -1.158
O -1.602 -2.067 0.620 -1.535 0.209 -0.780 -0.087
Br 2.099 1.175 -0.466 -0.165 0.137 0.935 0.488
I -0.162 -1.110 -1.952 -1.493 -0.488 0.882 0.642
I 1.571 0.699 2.976 -0.243 0.037 -1.162 0.679
H -2.690 -0.818 -0.687 -0.297 -0.401 0.054 0.021
H 0.106 1.729 0.958 -0.731 0.451 -0.173 -0.075
H -0.694 -2.146 0.863 1.195 -0.102 0.339 0.064
```
Forces are in eV/Å.

Highest occupied orbital energy (alpha / beta), eV: -8.67 / -7.75
Net charge: 0
Orbital gap (alpha / beta), hartree: 0.31226 / 0.24520



Calculated F_max in order - 0.47 0.48 4.08 0.80 4.61 0.87 2.07 eV/Å
Calculated E in order - -4882.3855 -2269.7506 -228.8758 -309.7104 -308.2976 -5198.1430 -3322.4894 a.u.